124
Properties=species:S:1:pos:R:3 method="wB97M-V/def2-TZVPD" smiles="O=C1OCCO1.O=C1OCCO1.O=C1OCCO1.O=C1OCCO1.O=C1OCCO1.O=C1OCCO1.O=C1OCCO1.O=C1OCCO1.O=C1OCCO1.O=C1OCCO1.CCCC#N.CCCC#N" gap_ev=10.55 total_charge=0 e_above_lowest_ev=1.064 e_tot_ev=-104686.1533 lumo_energy_ev=0.114
O 12.92 8.24 14.81
C 11.93 8.96 14.78
O 11.27 9.26 15.87
C 10.17 10.10 15.58
C 10.24 10.34 14.06
O 11.30 9.46 13.68
H 9.23 9.59 15.92
H 10.22 10.97 16.26
H 10.63 11.32 13.83
H 9.36 10.11 13.53
O 11.65 10.68 20.76
C 12.27 9.95 20.04
O 13.61 10.00 19.90
C 13.95 9.05 18.81
C 12.75 8.14 18.75
O 11.68 8.95 19.37
H 14.04 9.52 17.85
H 14.88 8.58 19.06
H 12.86 7.27 19.35
H 12.44 7.94 17.72
O 13.79 15.54 10.08
C 12.97 16.11 10.71
O 12.91 16.15 12.03
C 11.89 17.10 12.42
C 11.17 17.39 11.10
O 12.13 16.99 10.13
H 11.15 16.69 13.16
H 12.28 17.99 12.89
H 10.90 18.48 10.97
H 10.28 16.81 10.95
O 17.29 10.42 15.22
C 16.40 10.36 14.37
O 15.37 11.27 14.30
C 14.55 10.92 13.17
C 15.03 9.55 12.77
O 16.21 9.40 13.51
H 13.52 10.87 13.46
H 14.76 11.62 12.39
H 15.28 9.45 11.69
H 14.44 8.70 13.08
O 18.45 16.22 16.10
C 18.09 15.78 17.15
O 16.98 16.11 17.81
C 16.92 15.40 19.05
C 18.39 14.90 19.23
O 18.92 15.04 17.97
H 16.78 16.15 19.87
H 16.19 14.61 19.06
H 18.45 13.90 19.60
H 18.93 15.49 20.00
O 17.18 13.01 17.27
C 18.10 12.67 16.55
O 19.02 11.82 16.91
C 19.93 11.47 15.77
C 19.60 12.61 14.79
O 18.41 13.23 15.38
H 20.99 11.57 16.06
H 19.53 10.52 15.36
H 19.36 12.23 13.82
H 20.29 13.47 14.69
O 11.50 11.92 18.35
C 10.39 12.09 18.67
O 9.99 13.15 19.40
C 8.57 13.04 19.76
C 8.14 11.89 18.88
O 9.31 11.35 18.22
H 8.49 12.88 20.86
H 8.01 13.93 19.48
H 7.45 12.25 18.15
H 7.68 10.99 19.37
O 17.69 12.56 12.20
C 17.63 13.77 12.23
O 18.66 14.61 12.18
C 18.31 15.94 12.59
C 16.79 15.89 12.52
O 16.53 14.52 12.48
H 18.71 16.26 13.54
H 18.76 16.65 11.92
H 16.35 16.33 11.58
H 16.24 16.18 13.34
O 13.61 18.87 14.94
C 13.56 18.68 16.08
O 14.18 17.64 16.77
C 13.90 17.78 18.21
C 13.01 18.99 18.30
O 12.88 19.42 16.95
H 13.52 16.82 18.57
H 14.83 17.95 18.76
H 13.37 19.86 18.86
H 12.03 18.74 18.60
O 15.45 15.59 22.87
C 14.93 14.65 22.37
O 14.65 13.52 23.03
C 13.79 12.70 22.18
C 14.09 13.23 20.72
O 14.50 14.57 21.05
H 13.89 11.70 22.33
H 12.73 12.99 22.35
H 13.16 13.17 20.10
H 14.90 12.63 20.29
C 8.56 16.76 14.83
C 9.73 16.57 15.78
C 10.35 15.18 15.75
C 9.36 14.21 16.25
N 8.60 13.37 16.48
H 8.17 17.77 14.97
H 7.72 16.11 15.04
H 8.81 16.59 13.79
H 9.48 16.78 16.82
H 10.59 17.28 15.54
H 11.23 15.04 16.50
H 10.76 15.03 14.80
C 14.93 14.98 15.25
C 14.23 14.63 16.59
C 13.84 13.12 16.65
C 13.04 12.86 15.47
N 12.32 12.67 14.60
H 15.74 14.25 15.03
H 15.30 16.00 15.27
H 14.21 14.82 14.37
H 13.40 15.20 16.78
H 15.07 14.77 17.23
H 13.28 12.87 17.50
H 14.65 12.46 16.62


107
Properties=species:S:1:pos:R:3 method="wB97M-V/def2-TZVPD" gap_ev=7.74 total_charge=+1 e_tot_ev=-92453.0040 lumo_energy_ev=-2.780
Al 0.31 0.22 -0.68
C -1.15 0.29 2.19
C -0.42 -0.99 1.92
C -0.40 -1.98 2.92
C 0.22 -3.18 2.67
C 0.82 -3.41 1.42
C 1.42 -4.64 1.08
C 1.97 -4.80 -0.16
C 1.95 -3.76 -1.10
C 1.37 -2.54 -0.82
S 1.35 -1.26 -2.02
C 0.79 -2.37 0.47
N 0.18 -1.18 0.76
H -2.20 0.06 2.41
H -1.14 0.97 1.34
H -0.73 0.80 3.05
H -0.87 -1.78 3.87
H 0.24 -3.95 3.43
H 1.44 -5.44 1.81
H 2.44 -5.74 -0.43
H 2.39 -3.91 -2.08
O -0.47 1.63 -1.46
P -0.33 3.11 -1.86
C 0.02 4.16 -0.42
C -0.01 5.66 -0.79
C -1.29 6.32 -0.30
C -1.39 6.26 1.24
C -0.72 5.01 1.81
C -0.81 3.84 0.83
C 1.08 3.37 -3.00
C 0.86 4.46 -4.08
C 1.49 4.08 -5.41
C 2.91 3.56 -5.19
C 2.90 2.27 -4.36
C 1.59 2.05 -3.61
C -1.89 3.56 -2.67
C -3.10 3.18 -1.80
C -4.37 3.13 -2.65
C -4.29 1.99 -3.67
C -2.84 1.64 -4.02
C -1.98 2.90 -4.07
H 1.05 3.87 -0.19
H 0.10 5.82 -1.86
H 0.85 6.15 -0.33
H -2.15 5.83 -0.75
H -1.33 7.36 -0.64
H -2.44 6.29 1.53
H -0.93 7.15 1.67
H -1.16 4.74 2.76
H 0.34 5.20 2.01
H -1.86 3.64 0.59
H -0.41 2.93 1.28
H 1.88 3.71 -2.32
H 1.32 5.39 -3.73
H -0.20 4.69 -4.23
H 1.50 4.95 -6.07
H 0.89 3.32 -5.92
H 3.48 4.34 -4.67
H 3.41 3.40 -6.15
H 3.72 2.28 -3.64
H 3.07 1.40 -5.00
H 1.76 1.32 -2.82
H 0.83 1.62 -4.27
H -1.88 4.64 -2.78
H -3.22 3.90 -0.99
H -2.94 2.20 -1.33
H -4.48 4.09 -3.16
H -5.24 3.02 -2.01
H -4.83 2.27 -4.58
H -4.80 1.10 -3.28
H -2.79 1.11 -4.97
H -2.42 0.98 -3.27
H -2.41 3.61 -4.78
H -1.00 2.65 -4.46
C 3.18 -0.20 1.13
C 2.66 1.20 0.83
O 1.43 1.28 0.20
C 3.69 1.90 -0.09
F 3.81 1.20 -1.23
F 4.91 1.99 0.45
F 3.32 3.14 -0.44
C 2.53 1.97 2.16
F 2.16 3.24 1.99
F 1.59 1.39 2.92
F 3.66 1.97 2.87
H 3.21 -0.78 0.21
H 2.52 -0.70 1.85
H 4.18 -0.16 1.56
O -1.71 -0.47 -0.83
C -2.52 -1.10 -1.53
C -2.19 -1.76 -2.83
C -2.34 -3.29 -2.60
C -2.16 -3.78 -1.14
C -3.38 -3.65 -0.21
C -3.73 -2.21 0.18
N -3.76 -1.38 -1.03
H -1.17 -1.50 -3.11
H -2.86 -1.41 -3.61
H -1.60 -3.79 -3.23
H -3.32 -3.62 -2.96
H -1.30 -3.29 -0.70
H -1.90 -4.84 -1.19
H -3.20 -4.23 0.69
H -4.25 -4.10 -0.70
H -2.98 -1.79 0.85
H -4.70 -2.15 0.69
H -4.34 -1.81 -1.74